## A
Molecular formula: IMn
Method: DFT, the ωB97M-V functional and the def2-TZVPD basis

```
2
IMn | the OMol25 dataset | the ωB97M-V functional and the def2-TZVPD basis
Mn -0.859 -0.272 1.728
I 0.859 0.272 -1.728
```

- LUMO (spin up / spin down) (eV) = -8.98 / -8.49
- expectation value of S² = 8.777
- E_HOMO (spin up / spin down) (eV) = -13.762 / -13.493
- 2S+1 = 6
- total charge = +1
- molecular weight (g mol⁻¹) = 181.84
- gap between HOMO and LUMO (spin up / spin down) (eV) = 4.78 / 5.00

## B
Molecular formula: IMn
Method: DFT, the ωB97M-V functional and the def2-TZVPD basis

```
2
IMn | the OMol25 dataset | the ωB97M-V functional and the def2-TZVPD basis
Mn 7.124 -1.297 23.434
I 5.855 0.375 21.896
```

- LUMO (spin up / spin down) (eV) = -7.60 / -7.62
- expectation value of S² = 8.763
- E_HOMO (spin up / spin down) (eV) = -14.424 / -14.475
- 2S+1 = 6
- total charge = +1
- molecular weight (g mol⁻¹) = 181.84
- gap between HOMO and LUMO (spin up / spin down) (eV) = 6.82 / 6.85

Most stable = B

## A
Molecular formula: C3HNO3
Method: DFT, the ωB97M-V functional and the def2-TZVPD basis

```
8
C3HNO3 | the OMol25 dataset | the ωB97M-V functional and the def2-TZVPD basis
N -0.344 2.634 0.928
C -0.295 1.494 0.812
C -0.642 -0.030 0.660
O -1.057 -0.719 1.526
C 0.222 -0.332 -0.579
O 0.221 0.336 -1.577
O 0.731 -1.555 -0.473
H 1.165 -1.828 -1.298
```

- LUMO (eV) = -1.72
- SMILES string = N#CC(=O)C(=O)O
- E_HOMO (eV) = -11.502
- molecular weight (g mol⁻¹) = 99.05
- gap between HOMO and LUMO (eV) = 9.78

## B
Molecular formula: C3HNO3
Method: DFT, the ωB97M-V functional and the def2-TZVPD basis

```
8
C3HNO3 | the OMol25 dataset | the ωB97M-V functional and the def2-TZVPD basis
C -2.379 -0.974 0.629
C 0.026 -0.716 -0.105
C 1.603 1.660 -0.496
N -1.137 -0.907 0.022
O 1.140 -0.666 -0.411
O 1.596 1.926 -1.586
O 1.531 1.554 0.642
H -2.378 -1.877 1.303
```

- LUMO (eV) = -1.26
- E_HOMO (eV) = -9.210
- molecular weight (g mol⁻¹) = 99.05
- gap between HOMO and LUMO (eV) = 7.95

Most stable = A

## A
Molecular formula: C4H15N3O
Method: DFT, the ωB97M-V functional and the def2-TZVPD basis

```
23
C4H15N3O | the OMol25 dataset | the ωB97M-V functional and the def2-TZVPD basis
C 0.468 -1.481 0.222
C -0.987 -1.096 0.579
C -1.731 -0.584 -0.642
N -2.014 -1.567 -1.705
N 1.410 -0.334 0.400
C 1.692 0.392 -0.814
N 2.262 1.716 -0.498
H 0.590 -1.950 -0.745
H 0.792 -2.058 1.111
H -1.025 -0.425 1.440
H -1.489 -1.974 0.967
H -1.203 0.177 -1.230
H -2.752 -0.286 -0.400
H -2.668 -2.311 -1.508
H -1.185 -1.993 -2.101
H 0.976 0.322 1.060
H 2.333 -0.103 -1.538
H 0.706 0.655 -1.230
H 2.922 1.964 -1.223
H 2.675 1.765 0.425
H -1.526 3.041 2.229
H -0.320 2.588 1.456
O -0.910 2.314 2.159
```

- LUMO (spin up / spin down) (eV) = -2.77 / -8.13
- expectation value of S² = 0.755
- E_HOMO (spin up / spin down) (eV) = -12.908 / -12.856
- 2S+1 = 2
- total charge = +1
- molecular weight (g mol⁻¹) = 121.18
- gap between HOMO and LUMO (spin up / spin down) (eV) = 10.13 / 4.72

## B
Molecular formula: C4H15N3O
Method: DFT, the ωB97M-V functional and the def2-TZVPD basis

```
23
C4H15N3O | the OMol25 dataset | the ωB97M-V functional and the def2-TZVPD basis
N -1.392 0.489 1.805
C 0.199 -0.187 2.454
C 0.708 -0.775 1.126
N 0.876 0.257 0.101
C 1.305 -0.340 -1.159
C 1.065 0.867 -2.158
N -0.361 0.737 -2.637
H -0.985 -0.281 2.678
H -1.570 1.303 2.341
H 0.545 -0.843 3.313
H 0.801 0.781 2.760
H 1.596 -1.297 1.378
H -0.061 -1.513 0.750
H -0.088 0.585 0.019
H 2.284 -0.642 -1.003
H 0.612 -1.121 -1.547
H 1.220 1.739 -1.654
H 1.712 0.693 -3.105
H -0.327 1.024 -3.624
H -0.933 1.511 -2.196
H -3.021 -1.558 -0.056
H -2.071 -0.370 0.606
O -2.113 -1.057 -0.195
```

- LUMO (spin up / spin down) (eV) = -3.77 / -8.18
- expectation value of S² = 0.754
- E_HOMO (spin up / spin down) (eV) = -13.555 / -13.541
- 2S+1 = 2
- total charge = +1
- molecular weight (g mol⁻¹) = 121.18
- gap between HOMO and LUMO (spin up / spin down) (eV) = 9.79 / 5.36

Most stable = A

## A
Molecular formula: C4H8NO3
Method: DFT, the ωB97M-V functional and the def2-TZVPD basis

```
16
C4H8NO3 | the OMol25 dataset | the ωB97M-V functional and the def2-TZVPD basis
C 1.173 1.901 -0.169
C -0.307 2.207 -0.131
O -1.004 1.989 0.917
O -0.849 2.676 -1.163
H 1.488 1.057 0.416
H 1.815 2.732 0.158
H 1.597 1.826 -1.172
C 0.535 -2.113 -0.172
C -0.934 -1.898 0.147
O -1.614 -2.908 0.356
N -1.429 -0.685 0.418
H -2.415 -0.606 0.600
H -0.968 0.245 0.448
H 0.869 -1.876 -1.199
H 0.832 -3.116 0.169
H 1.211 -1.433 0.376
```

- LUMO (eV) = 3.76
- E_HOMO (eV) = -4.319
- total charge = -1
- molecular weight (g mol⁻¹) = 118.11
- gap between HOMO and LUMO (eV) = 8.08

## B
Molecular formula: C4H8NO3
Method: DFT, the ωB97M-V functional and the def2-TZVPD basis

```
16
C4H8NO3 | the OMol25 dataset | the ωB97M-V functional and the def2-TZVPD basis
C 1.958 -0.047 2.131
C 2.013 0.707 0.830
O 3.093 0.902 0.250
N 0.904 1.242 0.293
H 2.955 0.067 2.553
H 1.626 -1.045 1.854
H 0.758 1.601 -0.637
H -0.008 0.841 0.526
H 1.301 0.455 2.839
C -1.795 -0.717 -2.108
C -2.492 -0.529 -0.673
O -3.636 -0.998 -0.599
O -1.766 -0.015 0.204
H -1.289 -1.680 -2.051
H -1.059 -0.021 -2.528
H -2.566 -0.762 -2.883
```

- LUMO (eV) = 3.68
- E_HOMO (eV) = -4.536
- total charge = -1
- molecular weight (g mol⁻¹) = 118.11
- gap between HOMO and LUMO (eV) = 8.22

## C
Molecular formula: C4H8NO3
Method: DFT, the ωB97M-V functional and the def2-TZVPD basis

```
16
C4H8NO3 | the OMol25 dataset | the ωB97M-V functional and the def2-TZVPD basis
C -2.439 0.890 1.031
C -2.234 -0.476 0.440
O -3.114 -0.837 -0.400
O -1.280 -1.167 0.830
H -3.370 1.256 0.852
H -1.647 1.482 0.571
H -2.234 1.041 2.097
C 3.366 1.019 -0.056
C 2.050 0.316 -0.558
O 1.249 0.973 -1.161
N 1.992 -1.049 -0.398
H 3.700 0.842 0.938
H 2.932 2.049 -0.001
H 1.054 -1.438 -0.598
H 2.451 -1.503 0.380
H 4.139 1.212 -0.790
```

- LUMO (eV) = 3.35
- E_HOMO (eV) = -3.646
- total charge = -1
- molecular weight (g mol⁻¹) = 118.11
- gap between HOMO and LUMO (eV) = 7.00

## D
Molecular formula: C4H8NO3
Method: DFT, the ωB97M-V functional and the def2-TZVPD basis

```
16
C4H8NO3 | the OMol25 dataset | the ωB97M-V functional and the def2-TZVPD basis
C 1.581 1.149 0.861
C 0.289 1.276 1.660
O -0.614 2.036 1.538
N 0.302 0.447 2.857
H 1.199 0.510 -0.027
H 2.465 0.518 1.199
H -0.611 0.322 3.288
H 0.849 -0.437 2.754
H 1.770 2.191 0.516
C -0.979 -2.303 -2.466
C -0.377 -1.079 -1.611
O -0.866 -0.658 -0.526
O 0.520 -0.513 -2.258
H -2.128 -2.222 -2.461
H -0.429 -3.134 -2.510
H -0.631 -2.062 -3.457
```

- LUMO (eV) = 3.95
- E_HOMO (eV) = -4.027
- total charge = -1
- molecular weight (g mol⁻¹) = 118.11
- gap between HOMO and LUMO (eV) = 7.98

Most stable = B